This record from the Open Molecules 2025 dataset describes an isolated molecule of C26H27B2F6N3O7S2 at a distorted geometry. The level of theory is the ωB97M-V functional and the def2-TZVPD basis.

```
73
C26H27B2F6N3O7S2 the ωB97M-V functional and the def2-TZVPD basis
H -1.91199 -0.58224 4.91930
H -2.00594 3.00585 -0.65050
H -4.33519 1.76657 -3.81236
H -3.05113 3.52975 -1.94490
C -1.11131 0.53952 -3.56138
C -2.03163 3.60256 -1.55584
H -6.18947 0.61131 -4.40956
C -0.74496 -0.80603 -3.44237
C 1.08344 -0.24300 0.86916
C 0.16484 0.98610 -1.58758
H -0.01680 1.18473 4.32625
N -0.02554 3.01499 2.34010
N -1.22705 -1.70240 -4.46697
C 0.30292 0.78806 3.37278
C -2.19287 -2.37800 -4.21222
H 4.27532 -2.45203 3.91207
C -1.95026 1.02683 -4.71803
S -3.42403 -3.23526 -3.81197
C 0.07637 -1.26850 -2.41070
F 0.30625 -3.26985 2.22654
C -1.20710 3.21699 3.06417
H 3.20950 -1.10964 3.63044
O -0.60185 -2.18950 4.84703
C 0.64312 -0.55952 3.24505
H -2.00595 -1.55943 3.41865
H 5.08110 -1.49287 0.28536
C 0.73818 1.09750 1.03183
F 0.68555 5.11733 2.62874
H 2.88126 0.26624 -1.62626
H 5.53570 0.09564 0.85646
C -1.85292 -1.58006 4.49552
H 3.27739 -1.40220 -1.20260
F 0.33676 -3.19742 -1.04350
H 5.32697 -0.19141 -0.90096
B 0.51473 -1.45071 4.56491
H -1.39007 0.84857 -5.63442
C 1.43620 -2.52272 1.85466
H -3.67577 0.38519 -2.87400
O -0.51930 3.77911 -3.60513
C 2.84095 -0.47796 -0.82405
H -2.11780 2.10482 -4.65954
H 2.24792 -3.56010 3.57314
C 0.54763 -0.33963 -1.45686
C 2.61830 -3.02307 2.70355
C 1.01641 3.85147 2.76323
C -0.66409 1.45290 -2.61077
O -3.20963 0.40787 -4.89501
F 1.87246 -2.77395 -2.52158
H -1.83346 4.64948 -1.33637
F -0.02822 -3.57406 -3.10962
C -4.09626 0.70075 -3.83114
C -5.40330 -0.05526 -4.06950
O -1.30018 3.68955 4.13142
H -5.26056 -0.86260 -4.77707
H -0.76285 4.69967 -3.46644
H -5.75587 -0.51135 -3.14769
H 4.30343 -1.65693 2.36726
F -2.25945 2.80042 2.40354
C 0.54434 -2.70851 -2.26977
O 3.60458 -0.04309 0.27069
H 1.64048 -2.75979 0.82208
C 0.34915 1.60924 2.25915
S 0.78955 2.14254 -0.39498
H 3.16433 -3.74937 2.10590
O 1.54048 -1.43724 5.47480
N 1.44066 -0.76245 -0.41979
O 2.07677 3.52310 3.13087
H -2.63620 -2.20014 4.91514
C 1.05965 -1.07301 2.00460
C 3.64250 -1.98191 3.16012
H 1.71454 -2.31778 5.82536
C 4.96146 -0.42319 0.09769
B -1.05215 2.98950 -2.63616
```

- SMILES string = CCOCc1c(N=C=S)c(C(F)(F)F)c2c(c1B(C)O)Sc1c(N(C(=O)F)C(=O)F)cc(B(O)OC)c([C@H](F)CC)c1N2COC
- total charge = 0

---

This record from the Open Molecules 2025 dataset describes an isolated molecule of C5H9NO2 at a distorted geometry. The level of theory is the ωB97M-V functional and the def2-TZVPD basis.

```
17
C5H9NO2 the ωB97M-V functional and the def2-TZVPD basis
C 0.18257 1.85639 -1.52981
N -0.72508 0.76588 -1.05658
H -2.16252 0.91404 1.01462
H -0.52697 -2.01033 -0.28247
H 0.05286 2.73689 -0.82164
H 0.14718 2.19613 -2.50036
H 1.06810 -1.45439 -0.73828
O -1.14765 -0.21115 2.27380
H -0.82591 0.04567 -1.66801
C 0.88818 -1.88914 1.23923
H 1.29229 1.55114 -1.39586
C -0.16123 0.17518 0.12807
H 0.71730 0.59490 0.69303
O 2.06091 -2.06876 1.38861
H 0.15636 -2.18794 2.11639
C 0.25051 -1.31041 -0.04101
C -1.26690 0.29591 1.18026
```

- energy above the lowest of the compared OMol25 structures with the same formula, charge and spin (kcal/mol) = 62.7
- SMILES string = CN[C@@H](C=O)CC=O
- total charge = 0

---

Orbital gap list, top to bottom, in eV: 8.9; 10.3